No. 1
Here is a structure of composition C27H26AgCl2P2 from the Open Molecules 2025 dataset. Energies are from ωB97M-V/def2-TZVPD.

```
58
Properties=species:S:1:pos:R:3:forces:R:3
C -2.4831 -2.3709 0.3779 0.00 -0.02 -0.02
H 1.8735 -3.4794 -3.0344 0.00 0.00 0.00
C 1.8323 0.9775 -1.8199 0.03 0.00 0.00
C 1.2793 4.3523 3.4506 0.04 0.02 0.01
C -1.0648 -1.0021 -2.7929 -0.05 0.03 0.01
H -0.2502 0.4285 2.5842 0.00 0.00 0.00
H 4.4343 4.4026 2.2246 0.00 0.00 0.00
C 2.0086 0.7806 -0.4522 0.00 0.01 -0.06
H -5.0351 3.7256 0.1871 0.00 0.01 0.00
H -0.9567 -0.8882 -4.9293 0.00 0.00 0.00
C 0.5047 0.0717 1.8779 -0.02 -0.05 0.05
C 3.4005 4.1080 2.3460 -0.01 -0.01 -0.01
H -0.3037 3.1027 2.7368 0.01 -0.01 0.00
Cl -3.5794 2.6487 1.6859 0.02 0.01 -0.05
C -0.5393 -1.3282 -4.0332 0.01 -0.01 -0.03
C -0.5442 -1.5622 -1.6278 0.04 -0.05 0.07
C 0.5178 -2.4590 -1.7301 0.00 -0.01 -0.01
H -0.3180 -1.9220 1.9898 -0.01 -0.01 0.00
H -5.6795 -2.7152 1.4494 0.00 0.00 0.00
H -4.0451 -0.9682 0.8199 -0.01 0.00 0.00
C 0.5218 -2.2174 -4.1224 -0.01 0.00 0.00
H 4.5041 -0.7367 -2.9820 0.00 0.01 0.00
C 0.0485 -1.2411 1.2209 -0.01 0.03 -0.02
C 3.9897 -0.5129 -0.9129 -0.01 0.00 0.02
C -2.1257 -3.7182 0.3190 -0.02 -0.01 0.00
C -4.3207 -4.3314 1.0782 -0.01 -0.02 0.01
C 1.0478 -2.7830 -2.9697 -0.01 0.01 0.00
C 1.5415 2.7311 1.6850 -0.04 0.01 0.03
H -5.0356 -5.0970 1.3488 0.00 0.00 0.00
C 3.0959 0.0305 -0.0038 0.02 -0.01 -0.01
C -3.9733 3.7844 0.3902 0.02 -0.03 0.02
H -1.8963 -0.3069 -2.7310 0.01 0.00 0.01
P 0.7633 1.4436 0.6785 -0.02 0.05 -0.01
Cl -3.1104 3.3796 -1.1196 -0.02 -0.03 0.00
C 2.6111 4.7226 3.3045 -0.02 0.00 0.01
C 2.7300 0.4386 -2.7299 0.00 0.00 0.02
H -1.1360 -4.0079 -0.0128 0.00 0.00 0.00
H 4.8320 -1.0927 -0.5593 0.00 0.00 0.00
C -3.0427 -4.6943 0.6686 0.00 0.02 0.00
H 3.0299 5.4956 3.9348 -0.01 0.00 0.00
H -2.7655 -5.7387 0.6188 0.00 0.00 0.00
H 0.6589 4.8371 4.1926 0.00 0.00 0.00
Ag -1.5506 1.3840 -0.2179 -0.05 0.07 0.04
H 0.9485 -2.9159 -0.8486 0.00 0.00 0.01
C 2.8702 3.1108 1.5370 0.05 0.01 0.00
C -3.7648 -2.0149 0.7836 0.01 0.02 0.00
H 2.5842 0.5959 -3.7901 0.00 0.00 0.00
C -4.6829 -2.9953 1.1357 0.00 0.00 0.00
H -3.6627 4.7779 0.6881 -0.01 0.00 0.00
H 3.4942 2.6372 0.7902 0.00 0.00 0.00
H 0.9833 1.5505 -2.1757 0.00 0.00 0.00
H 0.9377 -2.4710 -5.0886 0.00 0.00 0.00
H 3.2538 -0.1271 1.0570 -0.01 0.00 0.00
H 1.4166 -0.0974 2.4544 -0.01 -0.01 0.01
H 0.9066 -1.7189 0.7504 0.00 -0.01 0.00
P -1.3041 -1.0636 -0.0452 0.09 -0.03 -0.03
C 0.7443 3.3688 2.6374 -0.01 0.00 -0.02
C 3.8054 -0.3089 -2.2748 0.01 0.00 -0.02
```
Forces are in eV/Å.

Properties
M: 591.23 g/mol
Lowest unoccupied orbital energy: -0.0832 Ha
Gap between HOMO and LUMO: 0.3178 Eh
Total charge: +1
ΔE to the lowest compared entry with this formula, charge and spin: 0.0 kJ/mol
Maximum force: 0.10 eV/A

In the natural (NBO) picture, each atom carries the following charge in e: atom 1 (C): -0.386, atom 2 (H): 0.225, atom 3 (C): -0.207, atom 4 (C): -0.188, atom 5 (C): -0.221, atom 6 (H): 0.240, atom 7 (H): 0.226, atom 8 (C): -0.298, atom 9 (H): 0.244, atom 10 (H): 0.226, atom 11 (C): -0.708, atom 12 (C): -0.195, atom 13 (H): 0.210, atom 14 (Cl): 0.003, atom 15 (C): -0.206, atom 16 (C): -0.265, atom 17 (C): -0.239, atom 18 (H): 0.258, atom 19 (H): 0.224, atom 20 (H): 0.217, atom 21 (C): -0.190, atom 22 (H): 0.227, atom 23 (C): -0.716, atom 24 (C): -0.207, atom 25 (C): -0.139, atom 26 (C): -0.182, atom 27 (C): -0.187, atom 28 (C): -0.275, atom 29 (H): 0.227, atom 30 (C): -0.231, atom 31 (C): -0.380, atom 32 (H): 0.212, atom 33 (P): 0.745, atom 34 (Cl): -0.006, atom 35 (C): -0.191, atom 36 (C): -0.195, atom 37 (H): 0.208, atom 38 (H): 0.228, atom 39 (C): -0.215, atom 40 (H): 0.227, atom 41 (H): 0.226, atom 42 (H): 0.223, atom 43 (Ag): 0.667, atom 44 (H): 0.213, atom 45 (C): -0.227, atom 46 (C): -0.195, atom 47 (H): 0.227, atom 48 (C): -0.192, atom 49 (H): 0.243, atom 50 (H): 0.225, atom 51 (H): 0.217, atom 52 (H): 0.227, atom 53 (H): 0.219, atom 54 (H): 0.244, atom 55 (H): 0.242, atom 56 (P): 0.743, atom 57 (C): -0.235, atom 58 (C): -0.183


No. 2
Here is a structure of composition C27H26Br2F10N5RuSbSe in a non-equilibrium geometry from the Open Molecules 2025 dataset. Energies are from ωB97M-V/def2-TZVPD.

```
73
Properties=species:S:1:pos:R:3:forces:R:3
H 1.8016 4.3076 1.3588 0.00 0.00 0.00
H -0.1522 -6.2257 -4.5237 0.00 0.00 0.00
Ru 0.2472 0.1783 1.1446 -0.16 1.14 0.46
C -2.8526 3.8246 3.8185 0.02 -0.02 0.00
F -5.0644 1.0013 4.0390 -0.03 -0.02 0.01
C -1.9049 -2.9421 -3.2028 -0.03 -0.09 0.02
C 2.0082 -1.9094 -3.8356 -0.05 0.01 -0.05
C 1.7573 0.3820 3.5666 -0.03 -0.01 -0.08
N -0.4194 1.1249 2.8541 0.24 -0.08 -0.18
F -2.8044 -0.2256 3.4790 0.02 -0.11 -0.13
H 3.5203 -0.7189 -0.1474 0.01 0.00 -0.06
H -2.1428 -2.7156 0.4327 0.00 -0.03 -0.02
C -1.4751 3.1067 -0.9174 -0.06 0.01 0.16
C -2.2774 -2.0175 1.2480 0.02 0.09 0.05
H 2.6630 2.3116 2.0305 -0.01 -0.03 -0.01
C -1.6000 1.8010 3.2156 -0.12 -0.01 0.03
F -2.8478 5.1416 3.9930 -0.01 0.05 0.01
F 0.7429 -1.5781 -5.8017 -0.02 -0.02 0.00
H 3.6536 -1.1464 2.2125 0.02 0.01 -0.03
F -5.1471 3.7125 4.3211 -0.06 0.03 0.02
C 0.0418 -0.6138 -3.7665 0.04 0.07 0.03
C 2.6579 -1.2276 0.2941 0.02 0.00 -0.08
H 1.1433 2.4284 3.5303 -0.04 0.07 0.01
H 3.9971 1.1651 2.2382 0.00 0.00 0.00
F -1.0158 -0.0489 -4.3490 0.00 -0.01 0.00
H -3.1937 -2.1231 1.8125 -0.02 -0.01 0.00
H -2.9129 -2.9702 -5.0557 0.00 0.01 0.00
H 0.3840 1.4767 4.7873 0.00 -0.04 0.01
C 2.2005 -1.6954 -2.4790 -0.02 -0.01 0.06
N 0.6005 -5.3594 -2.0736 0.28 0.21 -0.11
H -2.3792 -2.0417 -2.8338 -0.03 -0.01 -0.01
N 2.0820 0.2828 2.1171 0.06 -0.11 0.10
Sb 0.3607 2.4617 -0.0773 -0.06 -0.22 -0.16
N -0.5574 -3.1996 -1.1904 0.08 0.07 -0.06
C -1.5514 -4.6583 -4.9044 0.00 0.02 0.00
C -0.2838 -4.8100 -2.8780 -0.05 0.00 0.02
C 0.7059 1.4471 3.7421 -0.01 0.00 0.03
H -1.7563 2.4959 -1.7687 0.01 -0.04 -0.04
C 0.2436 -0.4276 -2.4147 0.07 -0.03 -0.13
C 0.9236 -1.3759 -4.5035 0.07 0.01 0.03
H 0.0737 4.7089 1.3762 -0.02 0.00 0.03
H -2.2629 3.0730 -0.1644 0.01 -0.01 0.01
H 2.6661 0.5828 4.1401 -0.01 0.02 0.01
C 3.0416 1.3360 1.7351 -0.04 0.05 0.04
H 3.1975 1.3165 0.6608 0.01 0.02 -0.05
F 2.8911 -2.6463 -4.5003 -0.02 0.01 0.01
F -0.6774 0.3401 -1.8034 -0.06 0.11 -0.12
Br -0.7824 -2.2313 2.4499 0.08 -0.19 -0.25
H 1.2370 1.8541 -2.5436 0.05 0.05 0.01
C 2.6499 -1.0384 1.7892 -0.03 -0.06 0.06
Br -2.2455 -0.2414 0.4606 0.01 -0.22 0.02
H 1.0286 4.9795 -0.0931 0.06 0.03 0.03
H 2.8005 -2.2923 0.1090 0.04 0.03 0.02
C 1.6429 2.4970 -1.7657 -0.06 0.02 -0.06
C -1.6837 3.1778 3.4550 -0.04 -0.03 -0.07
C -3.9751 1.7327 3.8279 0.01 0.04 -0.01
C -2.1876 -3.4598 -4.4190 -0.02 -0.01 0.00
C 1.3106 -0.9483 -1.6712 -0.03 -0.06 0.00
H -1.3406 4.1418 -1.2295 -0.01 -0.02 -0.03
C -4.0192 3.1052 3.9897 0.05 -0.04 -0.03
Se 0.7302 -4.3074 -0.6522 -0.36 -0.30 0.17
N 1.3923 -0.7494 -0.2942 -0.02 -0.18 0.13
F -0.5922 3.9510 3.3388 0.11 -0.02 -0.09
C -0.9282 -3.6047 -2.3887 -0.11 -0.08 0.09
H 1.3545 -0.5832 3.8731 0.01 0.00 0.04
F 3.2988 -2.3019 -1.9928 0.01 0.04 0.06
C -0.6347 -5.3253 -4.1703 0.00 -0.01 0.01
H 2.0079 -1.7847 2.2567 0.03 -0.03 0.00
H 1.6916 3.5207 -2.1347 -0.01 0.00 0.01
C -2.7897 1.1125 3.4811 0.06 0.00 0.01
C 0.8877 4.3298 0.7707 0.12 -0.04 0.01
H -1.8260 -5.0240 -5.8847 0.01 0.01 0.00
H 2.6465 2.1599 -1.5186 0.02 -0.02 0.05
```
Forces are in eV/Å.

Properties
M: 1072.12 g/mol
Lowest unoccupied orbital energy (alpha / beta): -0.1306 / -0.1477 Ha
Gap between HOMO and LUMO (alpha / beta): 0.2508 / 0.2302 Eh
Total charge: +1
ΔE to the lowest compared entry with this formula, charge and spin: 0.0 kJ/mol
Multiplicity: 2
Maximum force: 1.24 eV/A

In the Löwdin picture, each atom carries the following charge in e: atom 1 (H): 0.013, atom 2 (H): 0.120, atom 3 (Ru): 0.734, atom 4 (C): -0.140, atom 5 (F): 0.140, atom 6 (C): -0.037, atom 7 (C): -0.139, atom 8 (C): -0.168, atom 9 (N): -0.176, atom 10 (F): 0.026, atom 11 (H): 0.124, atom 12 (H): -0.030, atom 13 (C): -0.269, atom 14 (C): -0.887, atom 15 (H): 0.065, atom 16 (C): -0.205, atom 17 (F): 0.141, atom 18 (F): 0.148, atom 19 (H): 0.143, atom 20 (F): 0.153, atom 21 (C): -0.172, atom 22 (C): -0.232, atom 23 (H): 0.101, atom 24 (H): 0.112, atom 25 (F): 0.131, atom 26 (H): 0.019, atom 27 (H): 0.115, atom 28 (H): 0.141, atom 29 (C): -0.153, atom 30 (N): -0.206, atom 31 (H): 0.114, atom 32 (N): -0.336, atom 33 (Sb): 1.396, atom 34 (N): -0.224, atom 35 (C): -0.055, atom 36 (C): -0.385, atom 37 (C): -0.221, atom 38 (H): 0.010, atom 39 (C): -0.220, atom 40 (C): -0.145, atom 41 (H): 0.004, atom 42 (H): 0.011, atom 43 (H): 0.140, atom 44 (C): -0.063, atom 45 (H): 0.070, atom 46 (F): 0.146, atom 47 (F): -0.085, atom 48 (Br): 0.738, atom 49 (H): 0.006, atom 50 (C): -0.193, atom 51 (Br): 0.823, atom 52 (H): 0.023, atom 53 (H): 0.086, atom 54 (C): -0.249, atom 55 (C): -0.147, atom 56 (C): -0.139, atom 57 (C): -0.052, atom 58 (C): -0.207, atom 59 (H): 0.025, atom 60 (C): -0.137, atom 61 (Se): 1.136, atom 62 (N): -0.115, atom 63 (F): 0.078, atom 64 (C): -0.380, atom 65 (H): 0.102, atom 66 (F): 0.070, atom 67 (C): -0.009, atom 68 (H): 0.073, atom 69 (H): 0.025, atom 70 (C): -0.189, atom 71 (C): -0.264, atom 72 (H): 0.111, atom 73 (H): 0.015